1.
Formula: C4H13N3
Source: the Open Molecules 2025 dataset
Level of theory: ωB97M-V/def2-TZVPD

```
20
Properties=species:S:1:pos:R:3:forces:R:3:nbo_charge:R:1
H 0.9476 -2.8863 -1.4698 0.08 0.09 -0.06 0.340
N 0.0922 -2.5806 -1.9211 0.01 -0.20 0.10 -0.721
C -0.7898 -2.3312 -1.0412 0.06 0.32 -0.26 0.263
N -2.0533 -1.9535 -1.3770 -0.26 0.07 0.16 -0.819
H -0.6079 -2.3402 0.0316 -0.07 -0.21 0.19 0.147
H -2.2696 -1.7605 -2.3383 0.08 -0.05 -0.10 0.400
H -2.7064 -1.6367 -0.6842 0.11 -0.03 0.01 0.391
C 0.9793 0.5843 1.7964 0.20 0.04 0.17 -0.620
C 0.3611 1.5571 0.7980 -0.13 -0.09 0.12 -0.049
C 1.2973 1.8145 -0.3710 -0.17 0.03 0.18 -0.608
N -0.9310 1.1233 0.2751 -0.27 0.19 -0.07 -0.842
H 1.9126 0.9706 2.2131 0.03 0.06 -0.08 0.207
H 0.3178 0.4016 2.6430 -0.14 -0.06 -0.03 0.203
H 1.2114 -0.3676 1.3188 -0.05 -0.13 -0.07 0.196
H 0.1732 2.4961 1.3229 0.04 0.11 -0.02 0.180
H 0.9292 2.6332 -0.9811 -0.11 0.01 -0.15 0.218
H 2.2833 2.0874 -0.0073 0.22 -0.08 -0.03 0.205
H 1.3586 0.9122 -0.9837 0.15 0.04 -0.06 0.204
H -1.6342 1.0311 0.9977 0.11 -0.02 0.05 0.353
H -0.8712 0.2453 -0.2219 0.12 -0.08 -0.06 0.351
```
Forces are in eV/Å.

Charge: 0
HOMO level (eV): -9.2
Kohn-Sham gap (eV): 10.10
Relative energy (zero: lowest compared OMol25 entry of this formula, charge and spin) (eV): 0.3113
F_max (Eh/bohr): 0.0081



2.
Formula: C4H13N3
Source: the Open Molecules 2025 dataset
Level of theory: ωB97M-V/def2-TZVPD

```
20
Properties=species:S:1:pos:R:3:forces:R:3:nbo_charge:R:1
C 0.0976 -1.0109 0.8136 -1.01 -3.06 2.55 -0.265
N -0.0048 -1.5186 2.1115 0.58 -0.11 -1.80 -0.445
C -0.3907 -0.6649 -2.4801 0.91 0.17 -0.86 -0.422
N -1.1756 0.2606 -1.7348 0.07 0.23 1.19 -0.855
C 0.7053 0.4916 0.9780 -0.93 4.15 -0.24 -0.013
C -0.2161 1.3046 1.9263 -0.28 -0.95 -0.59 -0.623
N 0.7521 1.1583 -0.2702 1.98 -1.24 1.60 -0.633
H 0.7758 -1.4989 0.1147 -0.22 -0.23 0.03 0.193
H -0.9586 -0.9503 0.5455 0.26 1.11 -1.01 0.287
H 0.6912 -2.2657 2.2293 0.17 0.34 0.22 0.316
H 0.3272 -1.1813 -1.8342 -0.41 -0.28 0.11 0.155
H 0.3083 -0.1899 -3.2063 -0.38 -0.17 -0.19 0.152
H -0.9900 -1.4089 -3.0217 0.06 -0.02 -0.04 0.186
H -1.7208 0.8830 -2.3335 0.47 -0.03 -0.02 0.337
H 1.6619 0.3370 1.4655 0.28 -0.17 -0.59 0.212
H -0.2846 2.3174 1.5369 0.27 0.11 0.41 0.228
H 0.1103 1.2161 2.9615 0.06 0.22 -0.03 0.223
H -1.2177 0.8822 1.8674 -0.13 0.03 0.14 0.221
H -0.1202 0.9612 -0.9882 -1.32 -0.37 -0.45 0.391
H 1.6494 0.8773 -0.6811 -0.42 0.26 -0.45 0.354
```
Forces are in eV/Å.

Charge: 0
HOMO level (eV): -7.1
Kohn-Sham gap (eV): 4.30
Relative energy (zero: lowest compared OMol25 entry of this formula, charge and spin) (eV): 7.0733
F_max (Eh/bohr): 0.0828



3.
Formula: C4H13N3
Source: the Open Molecules 2025 dataset
Level of theory: ωB97M-V/def2-TZVPD

```
20
Properties=species:S:1:pos:R:3:forces:R:3:nbo_charge:R:1
C 1.7920 -0.3560 -0.0880 1.28 -0.08 0.95 -0.662
C 0.4739 0.4578 -0.0008 -1.70 -1.44 1.64 -0.076
C -0.0472 1.5164 -0.9709 0.14 0.36 0.46 -0.230
N 0.9935 2.5749 -1.1386 2.10 -0.27 2.37 -0.820
N -0.6665 -0.5570 -0.1448 1.10 0.24 0.36 -0.665
C -0.9250 -1.1277 1.1794 -0.39 -1.52 -0.99 -0.045
N -1.8250 -2.2953 1.0624 -0.25 0.17 0.01 -0.860
H 2.7250 0.0811 0.4225 -1.67 -0.43 0.11 0.217
H 2.2219 -0.3377 -1.0780 -0.45 -0.79 -0.86 0.213
H 1.5997 -1.4424 0.3441 0.64 2.31 -1.13 0.224
H 0.4811 0.9191 1.1056 -0.44 -0.97 -2.32 0.186
H -0.5040 1.0357 -1.9217 1.44 0.96 1.18 0.207
H -0.9690 1.9128 -0.4398 1.15 -0.12 -0.76 0.207
H 1.1673 3.0127 -0.1153 -0.86 -1.09 -2.90 0.342
H 1.9299 2.0171 -1.1922 -1.99 1.32 -0.35 0.337
H -0.4055 -1.2650 -0.8975 -0.30 1.02 1.66 0.356
H 0.0312 -1.5736 1.6203 -1.13 0.94 0.04 0.151
H -1.3869 -0.2864 1.7644 0.59 -1.13 -0.12 0.191
H -1.3584 -2.9955 0.4510 -0.95 0.73 0.57 0.354
H -2.8083 -2.0786 0.7651 1.70 -0.23 0.08 0.371
```
Forces are in eV/Å.

Charge: 0
HOMO level (eV): -8.9
Kohn-Sham gap (eV): 9.74
Relative energy (zero: lowest compared OMol25 entry of this formula, charge and spin) (eV): 2.4411
F_max (Eh/bohr): 0.0625



4.
Formula: C4H13N3
Source: the Open Molecules 2025 dataset
Level of theory: ωB97M-V/def2-TZVPD

```
20
Properties=species:S:1:pos:R:3:forces:R:3:nbo_charge:R:1
C 2.1503 0.1344 0.4479 -0.96 -2.14 0.87 -0.665
C 0.9047 1.0561 0.6984 -0.43 -3.08 -1.42 -0.033
N 1.1674 2.4648 0.8038 -2.90 -1.79 1.47 -0.810
C -0.1600 0.6691 -0.4613 -0.98 3.34 5.74 -0.247
N -1.0046 -0.3608 0.1408 1.30 -1.19 -2.93 -0.625
C -1.5206 -1.1570 -1.0130 -3.19 -1.16 1.32 -0.074
N -1.7518 -2.5340 -0.4673 -1.84 3.67 0.42 -0.843
H 2.7955 0.0760 1.3338 -0.86 -0.92 0.80 0.205
H 1.9554 -0.9094 -0.0687 -0.07 1.82 1.64 0.208
H 2.9619 0.4399 -0.0875 1.57 2.04 -2.85 0.207
H 0.5112 0.5889 1.6419 -0.14 1.16 -0.72 0.184
H 1.5864 2.6498 -0.0256 2.04 1.62 -2.63 0.348
H 1.7202 2.5810 1.5984 1.41 0.82 1.10 0.357
H -0.8467 1.5359 -0.5087 0.33 0.13 0.00 0.187
H 0.2008 0.6652 -1.4297 1.30 -1.37 -1.99 0.180
H -0.5535 -0.9773 0.8410 0.01 0.38 -1.12 0.372
H -1.1058 -1.1564 -2.1232 0.05 0.44 2.52 0.169
H -2.6016 -0.7804 -1.0454 1.37 -0.23 -0.91 0.172
H -1.0795 -3.1412 -0.7281 2.41 -2.60 -1.17 0.348
H -2.6665 -2.7781 -0.7714 -0.39 -0.93 -0.14 0.360
```
Forces are in eV/Å.

Charge: 0
HOMO level (eV): -8.6
Kohn-Sham gap (eV): 9.62
Relative energy (zero: lowest compared OMol25 entry of this formula, charge and spin) (eV): 3.1470
F_max (Eh/bohr): 0.1306



5.
Formula: C4H13N3
Source: the Open Molecules 2025 dataset
Level of theory: ωB97M-V/def2-TZVPD

```
20
Properties=species:S:1:pos:R:3:forces:R:3:nbo_charge:R:1
C 1.9011 -1.2280 -0.6547 -0.29 0.34 -0.12 -0.699
C 1.2182 -0.6538 0.5453 0.88 1.00 0.46 0.114
N 1.1697 0.5822 0.8945 0.77 -1.36 -0.30 -0.283
N 1.7215 1.5508 0.0836 0.17 0.06 -0.43 -0.653
H 1.4842 -2.2045 -0.8911 0.16 -0.09 0.07 0.232
H 2.9768 -1.3006 -0.4734 -0.05 -0.07 -0.02 0.245
H 1.7524 -0.5966 -1.5307 0.09 0.02 -0.06 0.217
H 0.8315 -1.3371 1.2896 -0.29 -0.02 -0.02 0.194
H 1.4232 1.4871 -0.8888 0.13 -0.04 0.14 0.350
H 1.4928 2.4634 0.4550 -0.17 -0.13 -0.02 0.373
C -1.5584 -0.8679 -0.5567 -1.23 2.22 0.11 -0.696
C -1.8623 0.8075 0.0534 0.79 -3.34 -1.73 -0.159
N -1.3825 1.1530 1.3116 2.79 -0.15 1.21 -0.890
H -1.9442 -1.6317 0.1160 0.01 0.10 0.23 0.193
H -0.6026 -1.1918 -0.9651 0.21 0.47 0.40 0.182
H -2.2024 -0.8374 -1.4333 -0.29 -0.26 -0.12 0.195
H -1.3775 1.3909 -0.7270 -0.27 0.28 -0.09 0.164
H -2.9505 0.8443 -0.0152 0.11 0.19 -0.12 0.184
H -1.8724 0.6308 2.0337 0.26 0.11 -0.02 0.345
H -0.2186 0.9392 1.3532 -3.79 0.67 0.43 0.390
```
Forces are in eV/Å.

Charge: 0
HOMO level (eV): -7.9
Kohn-Sham gap (eV): 8.80
Relative energy (zero: lowest compared OMol25 entry of this formula, charge and spin) (eV): 3.1305
F_max (Eh/bohr): 0.0752



6.
Formula: C4H13N3O
Source: the Open Molecules 2025 dataset
Level of theory: ωB97M-V/def2-TZVPD

```
21
Properties=species:S:1:pos:R:3:forces:R:3:nbo_charge:R:1
C 0.6181 1.6199 0.2205 -0.01 -0.04 0.03 -0.642
C -0.4290 0.5685 -0.1115 -2.44 1.04 1.24 -0.091
C -0.3078 -0.7292 0.6504 2.48 -1.59 -0.92 -0.253
N 1.0039 -1.5826 0.3501 -1.29 0.72 0.98 -0.159
C 1.6263 -1.4840 -0.9557 -0.01 0.16 -0.16 -0.436
O 2.0354 -1.3129 1.3250 -0.73 0.16 -0.25 -0.582
N -1.8777 1.1086 0.3914 2.10 -0.86 -1.21 -0.460
N -2.9778 0.4748 -0.2655 0.04 0.15 0.03 -0.670
H 0.3364 2.6000 -0.1815 0.01 -0.14 0.05 0.218
H 1.5873 1.3651 -0.2180 -0.11 -0.01 0.01 0.218
H 0.7590 1.7230 1.3001 -0.13 0.01 -0.03 0.214
H -0.4839 0.4177 -1.1941 -0.03 -0.09 0.03 0.178
H -1.1151 -1.4158 0.3817 0.04 0.19 0.05 0.208
H -0.3220 -0.5748 1.7336 0.08 0.01 -0.26 0.225
H 2.1907 -0.5520 -1.0892 -0.07 0.06 -0.11 0.162
H 2.3372 -2.3075 -1.0934 -0.18 0.12 0.21 0.213
H 0.8814 -1.5683 -1.7520 -0.08 0.03 0.18 0.199
H 2.0791 -0.3485 1.4234 0.14 -0.06 -0.12 0.438
H -1.8857 2.1095 0.1729 -0.31 -0.51 -0.07 0.344
H -3.2191 -0.4142 0.1745 0.32 0.52 0.04 0.351
H -2.8366 0.3028 -1.2629 0.20 0.12 0.25 0.326
```
Forces are in eV/Å.

Charge: 0
HOMO level (eV): -8.7
Kohn-Sham gap (eV): 9.49
Relative energy (zero: lowest compared OMol25 entry of this formula, charge and spin) (eV): 4.4342
F_max (Eh/bohr): 0.0600